[1]
Molecular formula: C40H65FI2N4O8
Method: DFT, ωB97M-V with the def2-TZVPD basis set

As for the largest force on an atom: 3.1 eV/A. As for the total energy: -3079.07885 hartree. The HOMO energy comes out at -8.57 eV. For the HOMO-LUMO gap, the calculation gives 8.0 eV. Its SMILES is C=CCc1ccc2c(c1)C(=O)c1cc(CCN)c([C@H](I)[C@@H](C)I)c(F)c1C2=O.COCCNCCOC.COCCNCCOC.COCCNCCOC.

Each line ends with the Mulliken charge.
CARTESIAN COORDINATES (ANGSTROEM)
C -1.430 0.872 -9.677  -0.763
C -2.498 1.428 -9.052  -0.132
C -2.688 2.991 -8.990  -0.561
C -2.141 3.458 -7.577  0.663
C -2.730 4.604 -6.889  -0.659
C -2.293 5.061 -5.560  -0.889
C -1.220 4.312 -4.942  0.522
C -0.616 3.166 -5.633  0.225
C -1.052 2.721 -6.946  -0.456
C 0.519 2.372 -4.899  -0.503
O 1.522 2.002 -5.452  -0.519
C 0.240 2.148 -3.373  0.750
C 0.502 0.902 -2.697  -1.103
C 0.146 0.819 -1.260  1.847
C 0.390 -0.555 -0.559  0.487
C 0.072 -1.752 -1.545  -0.784
N -1.283 -1.609 -2.174  -0.682
C -0.435 1.931 -0.533  0.035
C -0.881 1.941 0.956  -1.236
I 0.607 1.235 2.361  0.187
C -2.293 1.177 1.024  -0.257
C -2.415 0.114 2.171  -1.271
I -3.946 2.595 1.326  0.048
C -0.674 3.180 -1.284  -0.290
F -1.225 4.286 -0.677  -0.374
C -0.356 3.311 -2.682  0.368
C -0.644 4.607 -3.516  -0.052
O -0.439 5.716 -3.103  -0.491
H -0.623 1.516 -10.111  0.253
H -1.268 -0.230 -9.737  0.269
H -3.221 0.733 -8.555  0.282
H -2.155 3.492 -9.834  0.320
H -3.799 3.166 -9.025  0.330
H -3.583 5.171 -7.335  0.325
H -2.770 5.913 -5.036  0.423
H -0.528 1.842 -7.377  0.388
H 0.943 0.046 -3.247  0.448
H 1.407 -0.666 -0.109  -0.022
H -0.388 -0.636 0.252  -0.596
H 0.827 -1.833 -2.377  0.235
H 0.053 -2.741 -1.020  0.615
H -1.195 -1.146 -3.087  0.251
H -1.528 -2.576 -2.429  0.295
H -1.101 3.004 1.241  0.648
H -2.489 0.740 0.008  0.468
H -2.255 0.567 3.180  0.323
H -1.697 -0.716 1.941  0.271
H -3.444 -0.338 2.170  0.453
C -7.083 4.313 8.273  -0.733
O -7.191 5.040 7.061  -0.341
C -6.530 6.303 7.104  -0.795
C -5.348 6.313 6.145  -0.183
N -4.273 5.449 6.630  -0.325
C -3.207 5.233 5.652  -0.997
C -3.568 4.452 4.384  -0.142
O -3.896 3.090 4.624  -0.340
C -5.261 2.858 4.929  -0.713
H -7.701 3.419 8.185  0.240
H -6.050 4.002 8.454  0.313
H -7.448 4.905 9.118  0.345
H -6.223 6.572 8.119  0.404
H -7.256 7.051 6.769  0.391
H -4.971 7.335 6.048  0.385
H -5.708 5.981 5.164  0.163
H -4.663 4.550 6.884  0.104
H -2.416 4.682 6.169  0.390
H -2.782 6.201 5.368  0.427
H -2.673 4.433 3.754  0.148
H -4.343 4.947 3.789  0.374
H -5.926 3.569 4.431  0.339
H -5.422 2.882 6.009  0.235
H -5.513 1.852 4.585  0.288
C 1.798 -8.198 -5.625  -0.723
O 2.021 -8.406 -4.240  -0.340
C 3.383 -8.220 -3.858  -0.809
C 3.513 -7.010 -2.944  -0.165
N 3.287 -5.769 -3.682  -0.325
C 3.170 -4.590 -2.826  -1.073
C 1.958 -4.520 -1.892  -0.151
O 0.714 -4.396 -2.572  -0.413
C 0.120 -5.632 -2.942  -0.688
H 0.763 -8.462 -5.842  0.242
H 1.949 -7.147 -5.893  0.308
H 2.453 -8.834 -6.227  0.344
H 4.046 -8.139 -4.724  0.410
H 3.679 -9.113 -3.298  0.396
H 4.518 -6.992 -2.511  0.375
H 2.786 -7.124 -2.131  0.185
H 2.435 -5.859 -4.223  0.104
H 3.127 -3.724 -3.493  0.427
H 4.085 -4.487 -2.235  0.432
H 2.063 -3.606 -1.299  0.190
H 1.932 -5.344 -1.171  0.385
H 0.356 -6.435 -2.240  0.319
H 0.421 -5.913 -3.953  0.203
H -0.963 -5.492 -2.953  0.325
C 4.097 0.472 2.605  -0.784
O 3.593 -0.466 3.543  -0.307
C 3.397 -1.765 2.987  -0.762
C 4.358 -2.760 3.621  -0.253
N 5.733 -2.507 3.192  -0.320
C 6.731 -3.275 3.937  -0.681
C 6.897 -2.951 5.425  -0.483
O 7.417 -1.655 5.676  -0.424
C 6.441 -0.628 5.757  -0.522
H 4.113 1.452 3.084  0.219
H 5.119 0.218 2.307  0.343
H 3.453 0.526 1.724  0.296
H 3.486 -1.763 1.896  0.376
H 2.374 -2.063 3.234  0.382
H 4.072 -3.775 3.327  0.401
H 4.262 -2.673 4.710  0.210
H 5.936 -1.521 3.306  0.082
H 7.692 -3.093 3.447  0.371
H 6.516 -4.342 3.823  0.397
H 7.639 -3.649 5.824  0.352
H 5.981 -3.126 6.000  0.338
H 5.489 -0.990 6.153  0.270
H 6.292 -0.163 4.780  0.165
H 6.822 0.143 6.429  0.308



[2]
Molecular formula: C40H67BGeMnN6OTe
Method: DFT, ωB97M-V with the def2-TZVPD basis set

As for the largest force on an atom: 1.0 eV/A. As for the total energy: -5488.77859 hartree. Its expectation value of S² is 6.497. The HOMO energy (spin up / spin down) comes out at -9.83 / -10.50 eV. Its spin multiplicity is 5. As for the net charge: +1. For the HOMO-LUMO gap (spin up / spin down), the calculation gives 6.0 / 8.2 eV.

Each line ends with the Löwdin spin population.
CARTESIAN COORDINATES (ANGSTROEM)
Mn -0.405 0.477 -0.684  4.299
N -0.120 -1.125 -2.270  -0.009
C 1.182 -1.328 -2.907  0.001
C 1.926 0.007 -3.009  0.001
N 1.840 0.698 -1.708  0.012
H -0.448 -2.003 -1.878  0.001
H -0.816 -0.814 -2.929  0.001
H 1.098 -1.793 -3.901  0.000
H 1.745 -2.022 -2.284  -0.001
H 1.460 0.641 -3.769  0.000
H 2.963 -0.178 -3.300  0.000
H 2.071 1.671 -1.823  0.001
H 2.531 0.325 -1.062  -0.001
C -2.061 1.831 3.453  0.004
Te -2.216 1.196 1.451  -0.028
C -3.419 2.805 0.829  -0.008
H -1.746 2.868 3.535  0.000
H -1.351 1.198 3.980  0.000
H -3.041 1.703 3.898  -0.001
H -4.459 2.507 0.795  -0.001
H -3.117 3.160 -0.155  0.000
H -3.295 3.581 1.579  0.000
C -1.987 0.920 -4.813  0.000
Ge -3.125 1.130 -3.235  0.011
C -3.507 3.025 -3.032  0.001
C -4.803 0.282 -3.709  0.004
C -2.466 0.406 -1.541  0.043
H -2.593 1.077 -5.696  0.000
H -1.556 -0.077 -4.904  0.000
H -1.168 1.634 -4.849  0.000
H -3.757 3.467 -3.994  0.000
H -2.703 3.616 -2.600  0.000
H -4.380 3.121 -2.403  0.000
H -5.313 0.809 -4.510  0.001
H -5.459 0.247 -2.845  0.000
H -4.608 -0.732 -4.024  0.000
H -2.509 -0.684 -1.721  0.007
H -3.374 0.620 -0.945  0.007
C 3.996 -1.859 -0.751  -0.002
C 4.590 -1.532 0.626  0.000
C 4.397 -2.686 1.621  0.000
C 4.164 -0.145 1.098  0.001
C 5.191 0.808 1.102  0.000
C 4.999 2.097 1.572  0.000
C 3.759 2.455 2.062  0.000
C 2.691 1.562 2.058  0.001
C 1.409 1.971 2.746  0.002
C 1.086 3.458 2.521  0.000
C 1.516 1.684 4.250  0.000
C 2.881 0.275 1.524  -0.003
N 1.778 -0.666 1.598  -0.035
B 0.627 -0.977 0.770  -0.301
N 0.047 -2.194 1.307  -0.039
C 0.783 -2.502 2.444  -0.006
C 1.764 -1.587 2.641  -0.006
C -0.802 -3.236 0.757  -0.003
C -2.105 -3.443 1.219  0.000
C -2.841 -4.508 0.689  0.000
C -2.304 -5.363 -0.253  0.000
C -0.979 -5.204 -0.626  0.000
C -0.203 -4.179 -0.115  0.000
C 1.296 -4.231 -0.343  -0.002
C 1.683 -4.728 -1.749  0.000
C 1.927 -5.158 0.722  0.000
C -2.904 -2.610 2.231  0.000
C -3.992 -1.829 1.481  0.000
C -2.132 -1.818 3.296  0.000
H 4.310 -2.843 -1.096  0.000
H 4.348 -1.128 -1.473  0.000
H 2.913 -1.815 -0.702  -0.003
H 5.672 -1.475 0.475  0.000
H 3.371 -3.024 1.661  0.000
H 4.743 -2.393 2.615  0.000
H 5.031 -3.510 1.297  0.000
H 6.179 0.508 0.772  0.000
H 5.813 2.804 1.557  0.000
H 3.612 3.450 2.452  0.000
H 0.596 1.370 2.323  0.002
H 1.653 4.092 3.197  0.000
H 0.037 3.645 2.716  0.000
H 1.310 3.740 1.497  0.000
H 2.401 2.188 4.636  0.000
H 1.600 0.616 4.460  0.000
H 0.642 2.069 4.760  0.000
H 0.546 -3.354 3.058  -0.001
H 2.504 -1.542 3.420  -0.001
H -3.856 -4.670 1.019  0.000
H -2.903 -6.170 -0.665  0.000
H -0.548 -5.930 -1.300  0.000
H 1.690 -3.226 -0.207  -0.002
H 1.526 -5.804 -1.840  0.000
H 2.748 -4.555 -1.907  0.000
H 1.134 -4.222 -2.531  0.000
H 1.496 -6.159 0.611  0.000
H 1.756 -4.797 1.732  0.000
H 3.006 -5.232 0.543  0.000
H -3.453 -3.350 2.817  0.000
H -3.574 -1.231 0.672  0.000
H -4.551 -1.187 2.167  0.000
H -4.698 -2.528 1.026  0.000
H -1.459 -1.092 2.867  0.000
H -1.565 -2.493 3.937  0.000
H -2.858 -1.300 3.916  0.000
N -1.838 6.091 0.677  0.000
C -0.928 6.317 -0.306  0.000
O -0.403 7.386 -0.521  0.000
C -0.592 5.124 -1.146  0.001
C -0.343 5.291 -2.505  0.002
C -0.076 4.176 -3.275  0.001
C -0.038 2.942 -2.653  0.006
N -0.238 2.769 -1.349  0.036
C -0.528 3.847 -0.621  0.005
H -2.186 6.893 1.177  0.000
H -2.472 5.318 0.603  0.000
H -0.383 6.287 -2.937  0.000
H 0.082 4.239 -4.339  0.000
H 0.141 2.057 -3.242  0.001
H -0.700 3.691 0.440  0.000